Entry 1:
Density functional theory data (ωB97M-V/def2-TZVPD) for a 17-piece molecular cluster, C78H199N9O26 overall at a distorted geometry.

Computed properties:
HOMO = -8.5 eV
Orbital gap = 8.9 eV
ΔE to the lowest compared entry with this formula, charge and spin = 0.0 kcal per mole
Multiplicity = 1
F_max = 3.2 eV/A
LUMO energy = 0.36 eV

```
312
C78H199N9O26 | OMol25 | ωB97M-V/def2-TZVPD
C -17.359 -22.779 -2.867
O -18.567 -23.072 -2.205
C -18.353 -23.748 -0.956
C -19.655 -23.577 -0.105
N -19.328 -23.971 1.247
C -18.646 -22.895 1.971
C -18.038 -23.472 3.252
O -17.296 -22.428 3.818
C -16.783 -22.875 5.104
H -16.798 -21.901 -2.495
H -17.737 -22.521 -3.870
H -16.799 -23.732 -2.939
H -17.483 -23.380 -0.499
H -18.229 -24.813 -1.079
H -20.390 -24.230 -0.519
H -20.003 -22.525 -0.071
H -20.133 -24.267 1.779
H -19.312 -22.052 2.185
H -17.783 -22.444 1.412
H -17.322 -24.288 3.114
H -18.833 -23.863 3.906
H -15.931 -22.240 5.409
H -16.360 -23.897 4.993
H -17.572 -22.826 5.873
C -19.732 -25.863 -3.976
O -20.575 -26.704 -3.271
C -20.048 -27.049 -1.998
C -21.000 -27.955 -1.324
N -22.368 -27.523 -1.288
C -22.630 -26.162 -0.826
C -24.042 -26.012 -0.371
O -24.835 -26.389 -1.470
C -26.189 -26.138 -1.176
H -18.748 -26.390 -4.031
H -19.655 -24.846 -3.512
H -20.123 -25.680 -4.986
H -19.942 -26.134 -1.401
H -19.033 -27.490 -2.099
H -20.676 -28.156 -0.300
H -21.046 -28.910 -1.859
H -22.675 -27.544 -2.271
H -22.414 -25.395 -1.586
H -22.031 -25.884 0.035
H -24.341 -24.947 -0.137
H -24.331 -26.617 0.520
H -26.842 -26.758 -1.835
H -26.450 -25.072 -1.201
H -26.526 -26.455 -0.164
C -20.198 -30.814 3.222
O -21.068 -30.918 2.142
C -22.032 -29.871 2.086
C -23.071 -30.317 1.148
N -23.846 -29.093 0.784
C -25.097 -29.365 0.096
C -26.036 -30.272 0.955
O -27.379 -29.939 0.575
C -28.303 -30.782 1.262
H -19.773 -29.816 3.319
H -19.353 -31.495 3.108
H -20.753 -31.139 4.087
H -21.594 -28.908 1.711
H -22.431 -29.690 3.071
H -23.748 -30.980 1.680
H -22.591 -30.772 0.263
H -23.355 -28.443 0.168
H -24.979 -29.795 -0.945
H -25.663 -28.453 -0.098
H -25.882 -30.096 2.027
H -25.882 -31.358 0.823
H -28.100 -31.830 0.926
H -29.306 -30.486 1.056
H -28.229 -30.760 2.364
C -17.418 -28.386 10.670
O -15.992 -28.240 10.638
C -15.309 -29.402 10.235
C -13.830 -29.162 10.529
N -13.598 -29.283 11.991
C -12.356 -28.725 12.502
C -12.479 -28.403 13.951
O -13.563 -27.523 14.177
C -13.470 -26.803 15.450
H -17.757 -28.608 9.650
H -17.845 -27.452 11.035
H -17.682 -29.176 11.336
H -15.462 -29.730 9.221
H -15.640 -30.254 10.849
H -13.532 -28.177 10.162
H -13.178 -29.908 10.019
H -14.395 -28.892 12.471
H -12.006 -27.809 12.006
H -11.551 -29.469 12.401
H -11.524 -27.974 14.340
H -12.745 -29.356 14.433
H -12.623 -26.107 15.468
H -13.399 -27.561 16.233
H -14.404 -26.292 15.619
C -16.805 -27.762 15.726
O -16.804 -26.529 14.971
C -16.729 -26.848 13.574
C -16.745 -25.665 12.685
N -17.998 -24.889 12.591
C -18.324 -24.092 13.743
C -19.535 -23.234 13.531
O -20.640 -24.019 13.185
C -21.815 -23.252 12.840
H -15.966 -28.396 15.370
H -17.751 -28.266 15.646
H -16.643 -27.553 16.810
H -17.576 -27.547 13.331
H -15.791 -27.409 13.375
H -16.449 -26.089 11.739
H -16.038 -24.919 12.900
H -18.806 -25.489 12.366
H -17.529 -23.363 13.935
H -18.435 -24.738 14.622
H -19.306 -22.480 12.801
H -19.706 -22.614 14.460
H -21.622 -22.650 11.980
H -22.124 -22.559 13.700
H -22.533 -24.025 12.693
C -19.653 -20.092 4.347
O -20.323 -18.985 3.831
C -20.867 -19.272 2.570
C -22.030 -18.326 2.285
N -23.164 -18.633 3.146
C -24.138 -17.547 3.097
C -25.284 -17.735 4.102
O -24.767 -17.564 5.379
C -25.534 -18.175 6.386
H -18.668 -20.273 3.847
H -20.292 -21.002 4.307
H -19.497 -19.907 5.399
H -21.187 -20.280 2.417
H -20.098 -19.053 1.841
H -22.319 -18.414 1.246
H -21.661 -17.283 2.392
H -22.855 -18.688 4.109
H -24.572 -17.467 2.121
H -23.580 -16.595 3.228
H -25.733 -18.718 3.936
H -26.000 -16.958 3.858
H -25.826 -19.154 6.012
H -26.466 -17.619 6.617
H -24.918 -18.306 7.269
C -21.839 -23.890 4.454
O -21.606 -24.695 3.333
C -22.301 -25.975 3.384
C -21.566 -27.079 4.192
N -21.575 -26.821 5.617
C -22.714 -27.506 6.287
C -22.845 -26.896 7.693
O -21.605 -27.115 8.420
C -21.585 -26.358 9.562
H -22.913 -23.590 4.413
H -21.159 -23.028 4.400
H -21.625 -24.444 5.393
H -22.330 -26.193 2.333
H -23.311 -25.788 3.713
H -20.551 -27.072 3.808
H -22.083 -27.979 3.864
H -20.752 -27.221 6.067
H -22.483 -28.581 6.327
H -23.664 -27.413 5.725
H -23.675 -27.313 8.285
H -22.996 -25.823 7.607
H -22.271 -26.697 10.312
H -21.753 -25.270 9.342
H -20.548 -26.449 9.980
C -28.692 -26.678 6.675
O -27.973 -27.811 7.006
C -26.952 -27.636 7.960
C -26.177 -28.903 8.147
N -25.400 -29.424 7.040
C -26.134 -30.297 6.115
C -25.177 -30.858 5.102
O -24.286 -31.731 5.816
C -23.486 -32.559 4.983
H -28.045 -25.865 6.292
H -29.290 -26.267 7.515
H -29.451 -27.001 5.944
H -27.380 -27.275 8.924
H -26.315 -26.789 7.637
H -26.917 -29.594 8.546
H -25.507 -28.705 9.010
H -24.580 -29.907 7.396
H -26.977 -29.783 5.634
H -26.568 -31.150 6.661
H -24.581 -30.119 4.515
H -25.753 -31.429 4.332
H -23.965 -33.506 4.719
H -22.572 -32.799 5.496
H -23.099 -32.078 4.074
C -15.526 -18.935 7.302
O -15.389 -20.372 7.372
C -14.137 -20.735 7.913
C -14.016 -22.256 7.916
N -15.003 -22.824 8.807
C -14.971 -24.291 8.795
C -16.251 -24.804 9.297
O -17.343 -24.430 8.288
C -18.661 -24.894 8.640
H -16.498 -18.655 6.910
H -14.807 -18.465 6.662
H -15.418 -18.620 8.306
H -13.970 -20.415 8.949
H -13.359 -20.361 7.221
H -13.010 -22.498 8.293
H -14.067 -22.794 6.939
H -15.961 -22.636 8.461
H -14.158 -24.672 9.444
H -14.737 -24.691 7.801
H -16.505 -24.313 10.236
H -16.258 -25.916 9.328
H -19.379 -24.748 7.817
H -19.025 -24.379 9.528
H -18.610 -25.980 8.845
C -26.917 -27.281 2.713
C -25.565 -26.762 3.125
C -25.715 -26.168 4.517
O -24.642 -27.815 3.259
H -27.573 -26.452 2.499
H -27.245 -27.952 3.560
H -26.884 -27.830 1.792
H -25.228 -26.051 2.341
H -24.881 -25.561 4.850
H -25.883 -27.003 5.223
H -26.548 -25.459 4.396
H -24.411 -28.209 2.394
C -15.688 -27.628 0.742
C -17.076 -26.978 0.830
C -18.031 -27.753 1.732
O -16.853 -25.654 1.359
H -15.329 -27.621 1.794
H -15.034 -27.049 0.095
H -15.733 -28.660 0.419
H -17.467 -26.952 -0.217
H -18.493 -28.597 1.186
H -18.849 -27.119 2.088
H -17.602 -28.195 2.597
H -17.721 -25.164 1.316
C -20.641 -21.905 7.651
C -21.906 -21.007 7.714
C -22.847 -21.371 6.548
O -22.619 -21.090 8.897
H -20.036 -21.611 6.788
H -20.986 -22.936 7.515
H -20.035 -21.775 8.591
H -21.611 -19.997 7.515
H -23.105 -22.453 6.454
H -22.340 -21.151 5.610
H -23.792 -20.778 6.454
H -22.165 -20.792 9.659
C -17.943 -26.748 5.619
C -17.192 -28.097 5.450
C -16.198 -28.314 6.611
O -18.093 -29.165 5.284
H -18.539 -26.690 6.518
H -18.618 -26.476 4.790
H -17.209 -25.951 5.676
H -16.567 -27.937 4.564
H -15.615 -27.387 6.696
H -15.533 -29.116 6.327
H -16.763 -28.580 7.522
H -18.688 -29.216 6.071
C -23.751 -30.516 10.367
C -24.285 -30.532 11.796
C -25.297 -29.406 12.021
O -24.871 -31.710 12.203
H -24.573 -30.559 9.638
H -23.088 -31.397 10.245
H -23.234 -29.612 10.082
H -23.439 -30.255 12.427
H -26.189 -29.468 11.369
H -24.809 -28.455 11.757
H -25.658 -29.484 13.045
H -24.330 -32.457 11.953
C -22.997 -22.518 1.083
C -24.326 -21.862 1.433
C -24.820 -22.286 2.765
O -24.338 -20.479 1.280
H -22.663 -22.113 0.134
H -23.030 -23.636 1.080
H -22.185 -22.259 1.777
H -25.034 -22.197 0.643
H -24.097 -22.026 3.520
H -24.971 -23.402 2.735
H -25.739 -21.798 3.038
H -24.054 -19.992 2.056
C -21.201 -31.114 7.941
C -19.982 -30.398 8.531
C -18.682 -31.150 8.272
O -19.781 -29.129 7.835
H -20.998 -31.460 6.903
H -22.202 -30.580 7.926
H -21.229 -32.072 8.482
H -20.159 -30.277 9.600
H -18.739 -32.153 8.588
H -17.875 -30.663 8.827
H -18.462 -31.096 7.162
H -20.507 -28.527 8.081
C -24.664 -24.624 10.521
C -24.996 -25.394 11.812
C -26.492 -25.874 11.886
O -24.103 -26.445 11.921
H -23.636 -24.200 10.621
H -25.357 -23.846 10.266
H -24.722 -25.255 9.595
H -24.804 -24.651 12.604
H -26.707 -26.330 12.850
H -26.772 -26.500 11.043
H -27.159 -25.006 11.744
H -24.204 -26.848 12.758
```

Atom charges from the Löwdin analysis, given in e for atoms 1 to 6: atom 1 (C): -0.118, atom 2 (O): -0.218, atom 3 (C): -0.189, atom 4 (C): -0.170, atom 5 (N): -0.062, atom 6 (C): -0.168

Entry 2:
Density functional theory data (ωB97M-V/def2-TZVPD) for a 8-piece molecular cluster, H16O8 overall at a distorted geometry.

Computed properties:
HOMO = -9.8 eV
Orbital gap = 9.8 eV
ΔE to the lowest compared entry with this formula, charge and spin = 119.6 kcal per mole
Multiplicity = 1
SMILES string = O.O.O.O.O.O.O.O
F_max = 4.2 eV/A
LUMO energy = 0.06 eV

```
24
H16O8 | OMol25 | ωB97M-V/def2-TZVPD
H 0.642 0.297 0.841
H 0.169 -0.574 -0.323
H 4.490 -2.734 -0.061
H 5.161 -3.945 -0.690
H -1.988 -2.013 -0.419
H -1.860 -2.939 0.752
H 2.286 -0.449 1.361
H 1.966 0.985 2.158
H -3.321 -0.580 -2.002
H -2.419 0.036 -1.172
H 0.859 4.328 -0.479
H 2.396 4.255 -0.072
H -4.813 0.031 1.102
H -4.736 -0.883 -0.158
H -0.614 2.754 0.133
H 0.084 1.423 -0.176
O 0.945 -0.223 0.069
O 4.901 -3.040 -0.887
O -1.358 -2.222 0.341
O 2.498 0.541 1.493
O -2.835 -0.806 -1.255
O 1.677 3.904 -0.705
O -4.207 -0.527 0.569
O 0.078 2.383 -0.422
```

Atom charges from the Löwdin analysis, given in e for atoms 1 to 6: atom 1 (H): 0.049, atom 2 (H): 0.013, atom 3 (H): 0.037, atom 4 (H): 0.028, atom 5 (H): 0.018, atom 6 (H): 0.036

Entry 3:
Density functional theory data (ωB97M-V/def2-TZVPD) for the molecule C4H6O2 at a distorted geometry.

Computed properties:
HOMO = -10.4 eV
Orbital gap = 11.0 eV
ΔE to the lowest compared entry with this formula, charge and spin = 118.1 kcal per mole
Multiplicity = 1
F_max = 2.1 eV/A
LUMO energy = 0.56 eV

```
12
C4H6O2 | OMol25 | ωB97M-V/def2-TZVPD
O -1.559 -1.017 -0.146
C -0.879 0.047 -0.701
C 0.319 0.459 0.149
O -0.004 0.572 1.481
C 1.272 -1.364 -0.153
C 1.824 -0.231 -0.188
H -2.055 -0.612 0.599
H -1.551 0.905 -0.827
H -0.604 -0.293 -1.694
H 0.642 1.468 -0.138
H -0.088 -0.347 1.820
H 2.682 0.413 -0.202
```

Atom charges from the Löwdin analysis, given in e for atoms 1 to 6: atom 1 (O): -0.064, atom 2 (C): -0.282, atom 3 (C): -0.391, atom 4 (O): -0.012, atom 5 (C): 0.139, atom 6 (C): -0.109